No. 1
The following is a quantum chemistry calculation of a molecular structure, C48H43Cl2F4N10O2RbS2, from the Open Molecules 2025 dataset.

Each line ends with the Mulliken charge.
Geometry (Å):
Rb: -0.163 0.183 0.674  0.94
C: 2.230 3.271 0.671  -1.46
C: 0.956 3.078 1.446  0.54
N: 0.932 2.118 2.295  -1.10
N: -0.263 2.067 3.006  0.33
C: -0.377 1.100 3.860  0.06
S: 0.641 -0.208 4.287  -0.35
S: -1.932 1.103 4.747  -0.29
C: -2.967 2.262 3.798  -0.14
C: -2.948 3.688 4.272  0.44
C: -1.809 4.478 4.115  0.25
C: -1.809 5.800 4.526  -0.56
C: -2.941 6.359 5.110  -0.54
C: -4.077 5.582 5.271  -0.53
C: -4.077 4.258 4.850  -0.69
C: -0.164 4.007 1.147  -0.30
C: -0.020 5.366 1.391  0.07
C: -1.056 6.266 1.172  -0.87
C: -2.265 5.764 0.688  -0.38
C: -2.425 4.424 0.402  -0.64
C: -1.373 3.480 0.580  -0.02
O: -1.490 2.248 0.256  -0.34
H: 2.952 2.493 0.925  0.43
H: 2.664 4.251 0.889  0.27
H: 2.007 3.270 -0.401  0.39
H: -3.982 1.866 3.857  0.53
H: -2.632 2.200 2.761  -0.47
H: -0.941 4.036 3.641  0.39
H: -0.923 6.404 4.374  0.39
H: -2.937 7.396 5.427  0.36
H: -4.969 6.006 5.719  0.36
H: -4.972 3.655 4.968  0.31
H: 0.919 5.726 1.805  0.31
H: -0.938 7.317 1.404  0.37
H: -3.101 6.440 0.537  0.38
H: -3.368 4.042 0.027  0.41
Cl: -0.730 0.594 -2.398  0.10
C: -2.326 0.189 -3.059  -1.10
H: -2.153 -0.461 -3.909  0.54
H: -2.811 1.107 -3.381  0.48
C: 7.193 4.338 -3.821  -1.90
C: 6.743 3.353 -4.905  1.65
C: 7.778 2.220 -4.986  -1.83
C: 6.759 4.074 -6.261  -1.88
C: 5.305 2.765 -4.631  1.98
O: 5.063 1.841 -5.681  -0.60
C: 4.246 3.881 -4.665  -1.34
C: 2.774 3.507 -4.448  -0.58
C: 2.162 2.600 -5.488  -0.06
C: 1.472 1.458 -5.103  0.95
C: 0.896 0.611 -6.041  -0.95
C: 1.011 0.921 -7.383  0.27
Cl: 0.304 -0.134 -8.577  -0.26
C: 1.677 2.064 -7.797  -0.97
C: 2.246 2.894 -6.847  -0.03
C: 5.314 2.054 -3.264  -1.27
N: 4.216 1.129 -3.049  1.15
C: 3.301 1.120 -2.072  -0.06
N: 2.531 0.058 -2.166  -0.22
C: 3.034 -0.578 -3.248  -0.56
N: 4.059 0.027 -3.818  -1.04
H: 8.200 4.692 -4.056  0.49
H: 7.240 3.877 -2.833  0.33
H: 6.547 5.214 -3.761  0.36
H: 8.716 2.620 -5.376  0.49
H: 7.438 1.428 -5.651  0.35
H: 8.005 1.784 -4.013  0.39
H: 7.791 4.303 -6.535  0.51
H: 6.219 5.020 -6.232  0.33
H: 6.327 3.447 -7.041  0.34
H: 4.599 1.059 -5.341  0.51
H: 4.326 4.373 -5.633  0.28
H: 4.503 4.633 -3.915  0.44
H: 2.214 4.447 -4.433  0.65
H: 2.615 3.067 -3.464  -0.21
H: 1.371 1.220 -4.050  -0.14
H: 0.365 -0.279 -5.732  0.48
H: 1.749 2.293 -8.852  0.41
H: 2.775 3.780 -7.177  0.34
H: 5.250 2.792 -2.464  0.21
H: 6.235 1.491 -3.135  0.23
H: 3.242 1.888 -1.317  0.29
H: 2.636 -1.503 -3.633  0.49
F: -6.167 -0.111 -2.734  -0.35
C: -5.543 -1.197 -3.204  0.18
C: -6.281 -2.036 -4.011  -0.10
F: -7.559 -1.683 -4.227  -0.35
C: -5.773 -3.202 -4.617  0.66
C: -4.410 -3.411 -4.323  -0.05
C: -3.679 -2.573 -3.519  0.21
F: -2.372 -2.850 -3.350  -0.33
C: -4.206 -1.440 -2.899  -0.91
C: -3.283 -0.548 -2.070  3.75
C: -2.514 -1.369 -1.100  -0.18
N: -1.930 -1.992 -0.335  -0.65
C: -4.025 0.433 -1.249  -0.92
N: -4.599 1.193 -0.614  -0.57
F: -3.764 -4.464 -4.848  -0.34
C: -6.544 -4.067 -5.448  0.37
C: -6.006 -5.224 -6.067  0.14
N: -5.635 -6.179 -6.603  -0.76
C: -7.916 -3.853 -5.733  0.12
N: -9.035 -3.747 -6.003  -0.75
C: 2.653 -3.835 3.134  -1.02
C: 2.967 -3.917 1.637  -0.18
C: 2.337 -2.806 0.925  0.10
N: 1.861 -1.863 0.479  -0.31
H: 3.131 -4.662 3.659  0.32
H: 1.579 -3.880 3.305  0.31
H: 3.007 -2.894 3.551  0.29
H: 2.609 -4.854 1.208  0.25
H: 4.041 -3.865 1.455  0.24

Calculated values
lowest unoccupied orbital energy = 2.801 eV
charge = -2

No. 2
The following is a quantum chemistry calculation of a molecular structure, C12H10BN10O2PtS, from the Open Molecules 2025 dataset.

Each line ends with the natural charge from an NBO analysis.
Geometry (Å):
Pt: -0.472 -0.109 1.233  0.59
C: 2.816 -0.459 -3.019  -0.37
C: 2.568 -1.019 -1.751  -0.06
N: 1.842 -0.208 -1.000  -0.27
N: 1.609 0.884 -1.755  -0.36
C: 2.180 0.761 -2.972  -0.04
B: 0.671 1.986 -1.255  0.56
N: -0.806 1.532 -1.344  -0.31
C: -1.681 1.842 -2.315  -0.01
C: -2.802 1.047 -2.171  -0.36
C: -2.521 0.252 -1.056  -0.01
N: -1.321 0.555 -0.579  -0.33
N: 1.013 2.346 0.211  -0.29
C: 1.778 3.372 0.615  -0.01
C: 1.957 3.285 1.980  -0.36
C: 1.248 2.140 2.345  -0.02
N: 0.692 1.587 1.273  -0.30
H: 3.377 -0.878 -3.837  0.21
H: 2.884 -1.973 -1.359  0.20
H: 2.091 1.547 -3.704  0.20
H: 0.804 2.969 -1.940  -0.05
H: -1.431 2.593 -3.045  0.22
H: -3.688 1.038 -2.781  0.22
H: -3.094 -0.527 -0.582  0.24
H: 2.140 4.087 -0.105  0.22
H: 2.516 3.947 2.617  0.22
H: 1.108 1.688 3.312  0.22
O: -2.379 -2.839 0.317  -0.45
N: -1.893 -2.857 1.457  0.37
C: -2.030 -3.973 2.238  -0.26
C: -2.678 -5.089 1.661  0.29
N: -3.183 -6.028 1.222  -0.36
C: -1.664 -3.983 3.600  0.26
N: -1.415 -4.007 4.726  -0.34
O: 1.130 -2.291 2.835  -0.95
S: -0.058 -1.438 3.025  1.10
N: -1.309 -1.779 1.904  -0.63

Calculated values
lowest unoccupied orbital energy = 2.562 eV
charge = -1

No. 3
The following is a quantum chemistry calculation of a molecular structure, C23H31Cl2LaN4O3, from the Open Molecules 2025 dataset.

Each line ends with the natural charge from an NBO analysis.
Geometry (Å):
O: 1.016 -4.313 -0.367  -0.54
C: 1.375 -5.127 0.463  0.44
C: 1.010 -6.569 0.490  -0.18
C: 0.199 -7.050 -0.541  -0.15
H: -0.011 -6.414 -1.402  0.23
C: -0.352 -8.329 -0.462  -0.22
H: -1.038 -8.665 -1.244  0.22
C: -0.046 -9.164 0.625  -0.19
H: -0.516 -10.154 0.701  0.22
C: 0.872 -8.723 1.596  -0.22
H: 1.135 -9.390 2.422  0.22
C: 1.413 -7.436 1.520  -0.16
H: 2.148 -7.086 2.245  0.22
H: 2.010 -4.819 1.302  0.13
C: -1.571 -1.504 2.696  -0.68
C: -0.877 -0.218 2.665  -0.37
H: -2.175 -1.655 3.603  0.16
H: -0.894 -2.367 2.598  0.22
H: -2.225 -1.560 1.800  0.23
C: -0.808 0.975 3.193  -0.31
C: -1.668 1.603 4.304  -0.66
H: -0.096 1.717 2.788  0.12
H: -2.156 0.818 4.900  0.20
H: -2.450 2.263 3.888  0.19
H: -1.033 2.210 4.967  0.19
La: 0.288 -0.280 -0.139  1.92
Cl: -2.043 -1.153 -1.184  -0.73
Cl: 1.805 -1.928 1.339  -0.71
H: 0.582 -3.680 -3.547  0.21
H: -0.417 -2.820 -5.453  0.21
C: 0.467 -2.791 -2.911  -0.44
C: -0.801 -1.954 -4.895  -0.41
N: 0.111 -1.664 -3.791  -0.36
H: 1.402 -2.586 -2.369  0.24
C: 0.397 -0.411 -3.478  0.57
O: 0.987 -0.080 -2.401  -0.79
H: -0.847 -1.072 -5.549  0.21
H: 0.067 0.342 -4.214  0.16
H: -0.338 -2.969 -2.178  0.26
H: -1.810 -2.177 -4.506  0.23
H: 4.630 3.539 0.831  0.20
H: 6.250 1.705 -0.065  0.21
C: 4.154 2.751 1.429  -0.42
C: 5.697 0.978 0.548  -0.40
N: 4.332 1.458 0.759  -0.38
H: 3.084 2.955 1.541  0.25
C: 3.284 0.743 0.403  0.56
O: 2.095 1.153 0.600  -0.76
H: 5.640 0.011 0.031  0.22
H: 3.490 -0.243 -0.068  0.18
H: 4.642 2.715 2.412  0.21
H: 6.196 0.855 1.522  0.21
N: -3.277 4.687 -3.898  -0.28
C: -2.729 4.264 -2.957  0.27
C: -2.051 3.862 -1.761  -0.21
C: -1.808 4.850 -0.792  -0.10
C: -0.864 4.599 0.190  -0.25
C: -0.361 3.293 0.309  0.09
N: -0.727 2.278 -0.511  -0.49
C: -1.512 2.584 -1.576  0.10
H: -2.350 5.788 -0.843  0.24
H: -0.482 5.389 0.858  0.24
H: 0.384 3.064 1.081  0.23
H: -1.735 1.756 -2.245  0.23

Calculated values
lowest unoccupied orbital energy = -0.372 eV

No. 4
The following is a quantum chemistry calculation of 2 unconnected molecules or ions with the total composition CH3IN2O, from the Open Molecules 2025 dataset.

Each line ends with the natural charge from an NBO analysis.
Geometry (Å):
C: -2.698 1.005 0.039  0.43
N: 0.399 0.128 -0.532  -0.60
N: -0.732 -0.476 0.038  -0.39
O: -2.623 2.129 -0.144  -0.49
I: -4.454 -0.215 -0.029  0.03
H: 0.658 -0.208 -1.451  0.36
H: 1.204 0.415 -0.104  0.35
H: -0.559 -0.426 0.999  0.31

Calculated values
lowest unoccupied orbital energy (spin up / spin down) = 0.159 / -0.869 eV

No. 5
The following is a quantum chemistry calculation of C2H9N2OP in the gas phase, from the Open Molecules 2025 dataset.

Each line ends with the natural charge from an NBO analysis.
Geometry (Å):
C: -0.472 1.832 1.142  -0.38
C: -0.112 -2.395 -0.777  -0.25
N: 1.085 0.643 -2.177  -1.18
N: 0.399 1.372 0.136  -0.95
O: 0.512 -1.252 -0.297  -0.82
P: -0.182 0.455 -1.088  1.38
H: -0.345 1.281 2.091  0.18
H: -0.134 2.928 1.428  0.18
H: -1.389 1.689 0.705  0.20
H: 0.055 -2.624 -1.810  0.14
H: -1.164 -2.197 -0.739  0.15
H: 0.224 -3.179 -0.102  0.18
H: 1.073 0.128 -3.067  0.40
H: 2.029 0.599 -1.835  0.39
H: 1.307 1.669 0.308  0.39

Calculated values
SMILES = CNP(N)OC
lowest unoccupied orbital energy = 1.114 eV

No. 6
The following is a quantum chemistry calculation of C4H5N3O in the gas phase, from the Open Molecules 2025 dataset.

Each line ends with the natural charge from an NBO analysis.
Geometry (Å):
C: 1.990 0.364 1.120  0.02
C: 3.036 -0.431 1.425  0.19
C: 0.602 0.962 0.629  0.59
C: 0.754 -0.446 -1.189  -0.26
N: 1.935 1.549 0.591  -0.34
N: 3.891 -1.110 1.756  -0.23
N: -0.244 1.398 1.621  -0.83
O: -0.049 0.403 -0.413  -0.49
H: 0.481 -0.554 -2.208  0.20
H: 0.556 -1.353 -0.700  0.19
H: 1.857 -0.166 -1.106  0.19
H: -1.181 1.476 1.463  0.39
H: 0.031 2.273 2.063  0.38

Calculated values
SMILES = CO[C@]1(N)N=C1C#N
lowest unoccupied orbital energy = -0.300 eV